No. 1
Computed, not measured: a cluster of 2 separate species, C3H5FS in total, with ωB97M-V/def2-TZVPD.

The geometry in ORCA input format:
```
! wB97M-V def2-TZVPD RIJCOSX def2/J DEFGRID3
* xyz 0 3
C 1.49905 0.15310 -0.99404
C 1.01937 -0.43293 0.08062
C -1.17195 -0.09490 0.98129
F 1.46288 -1.56991 0.67487
S -1.96265 0.23826 -0.54511
H 2.54196 -0.17601 -1.33009
H 1.03206 0.98306 -1.36666
H -1.04249 -1.18379 1.12193
H -1.28856 0.55667 1.83016
H -2.08968 1.52646 -0.45297
*
```

Calculated values
* M: 92.1 g mol⁻¹
* gap between HOMO and LUMO (alpha / beta): 0.2761 / 0.3103 Ha
* energy relative to the best compared isomer or geometry (same formula, charge and spin): 32.6 kcal/mol
* E_HOMO (alpha / beta): -6.7 / -9.9 eV

No. 2
Computed, not measured: the molecule C3H5FS2, with ωB97M-V/def2-TZVPD.

The geometry in ORCA input format:
```
! wB97M-V def2-TZVPD RIJCOSX def2/J DEFGRID3
* xyz 0 1
F -1.34132 0.46960 -1.60813
C -0.49566 1.00592 -0.56714
C 0.00773 -0.06143 0.35799
S -0.84480 -1.63446 0.81148
C 1.28908 -0.71701 0.01674
S 2.56323 -0.62487 0.94906
H 0.40597 1.47663 -1.17315
H -1.09363 1.87606 -0.10143
H 0.22109 0.56046 1.24870
H -2.07181 -1.04863 0.93762
H 1.36012 -1.30227 -0.87173
*
```

Calculated values
* M: 124.2 g mol⁻¹
* gap between HOMO and LUMO: 0.3143 Ha
* energy relative to the best compared isomer or geometry (same formula, charge and spin): 29.3 kcal/mol
* E_HOMO: -9.1 eV
* SMILES string: FC[C@@H](S)C=S

No. 3
Computed, not measured: a cluster of 2 separate species, C3H5I in total, with ωB97M-V/def2-TZVPD.

The geometry in ORCA input format:
```
! wB97M-V def2-TZVPD RIJCOSX def2/J DEFGRID3
* xyz 0 1
C -1.60380 -0.44220 0.89359
C -0.33974 -0.35096 0.92863
C -0.88501 -0.76097 -0.33639
H -2.55222 -0.39994 1.42776
H 0.56803 -0.04893 1.47870
H -0.90105 -1.76877 -0.61904
H -0.91941 -0.12533 -1.09488
I 3.44990 2.63560 -1.73910
H 3.18329 1.26149 -0.93928
*
```

Calculated values
* M: 168.0 g mol⁻¹
* gap between HOMO and LUMO: 0.3686 Ha
* energy relative to the best compared isomer or geometry (same formula, charge and spin): 63.7 kcal/mol
* E_HOMO: -9.5 eV
* SMILES string: C1=CC1.I

No. 4
Computed, not measured: a structure of composition C3H5I2N2, with ωB97M-V/def2-TZVPD.

The geometry in ORCA input format:
```
! wB97M-V def2-TZVPD RIJCOSX def2/J DEFGRID3
* xyz -1 1
C 1.32904 -1.30350 -0.10744
C 1.05908 0.33334 -0.31103
I 2.71920 1.82298 -0.29196
C -0.36126 0.82309 -0.52560
I -0.73404 3.00454 -0.81262
N -1.53228 -0.18129 -0.56177
N -2.32908 -0.02283 0.57056
H 2.49107 -1.55840 -0.20182
H 1.04044 -1.61185 1.00324
H 0.73183 -1.95934 -0.88531
H -1.79286 -0.33994 1.43215
H -2.62114 0.99320 0.69159
*
```

Calculated values
* M: 322.9 g mol⁻¹
* gap between HOMO and LUMO: 0.2163 Ha
* E_HOMO: -3.0 eV

No. 5
Computed, not measured: a structure of composition C3H5I2NOS, with ωB97M-V/def2-TZVPD.

The geometry in ORCA input format:
```
! wB97M-V def2-TZVPD RIJCOSX def2/J DEFGRID3
* xyz 0 1
C 0.83734 0.35509 1.31446
C -0.04423 -1.05909 0.28114
C 1.22495 -1.04891 0.87750
N -0.46305 0.08157 0.64218
O -2.21956 1.75715 -0.82471
S -1.66585 1.92618 -2.28109
I 2.83506 -1.31469 -0.58960
I -1.55105 -0.19731 -3.29081
H 0.59740 0.41778 2.35604
H 1.19181 1.32231 0.77480
H -1.62942 1.29705 -0.29619
H -0.60419 -1.66966 -0.51766
H 1.49079 -1.86745 1.55394
*
```

Calculated values
* M: 357.0 g mol⁻¹
* gap between HOMO and LUMO: 0.2934 Ha
* energy relative to the best compared isomer or geometry (same formula, charge and spin): 8.7 kcal/mol
* E_HOMO: -8.3 eV

No. 6
Computed, not measured: the molecule C3H5I3Si, with ωB97M-V/def2-TZVPD.

The geometry in ORCA input format:
```
! wB97M-V def2-TZVPD RIJCOSX def2/J DEFGRID3
* xyz 0 1
I -2.15016 2.34062 1.14816
Si 0.02166 1.71052 0.07888
I 2.11789 1.91605 1.46949
I 0.25660 3.10173 -2.05272
C -0.23680 -0.17649 -0.45592
C 0.79600 -1.27157 -0.33998
C -0.44827 -1.30192 0.55626
H -0.99294 -0.22159 -1.14029
H 1.76231 -0.86254 -0.04969
H 0.67056 -2.15047 -0.99425
H -1.26928 -1.89755 0.17568
H -0.52758 -1.18680 1.60440
*
```

Calculated values
* M: 449.9 g mol⁻¹
* gap between HOMO and LUMO: 0.3198 Ha
* energy relative to the best compared isomer or geometry (same formula, charge and spin): 17.0 kcal/mol
* E_HOMO: -9.6 eV
* SMILES string: I[Si](I)(I)C1CC1

No. 7
Computed, not measured: a structure of composition C3H5IN, with ωB97M-V/def2-TZVPD.

The geometry in ORCA input format:
```
! wB97M-V def2-TZVPD RIJCOSX def2/J DEFGRID3
* xyz 1 1
C -1.02322 0.34572 -1.66687
C -0.66263 0.18365 -0.52552
C -0.21200 0.08491 0.79545
N -0.36556 -1.00964 1.48098
I 0.62041 1.78352 1.66037
H -1.33579 0.44899 -2.67183
H 2.18278 0.30051 -1.09703
H -0.80455 -1.82443 1.05501
H -0.08768 -1.07729 2.45681
H 1.68824 0.76405 -1.48737
*
```

Calculated values
* M: 182.0 g mol⁻¹
* gap between HOMO and LUMO: 0.3281 Ha
* energy relative to the best compared isomer or geometry (same formula, charge and spin): 12.7 kcal/mol
* E_HOMO: -14.9 eV

No. 8
Computed, not measured: a structure of composition C3H5IN2S, with ωB97M-V/def2-TZVPD.

The geometry in ORCA input format:
```
! wB97M-V def2-TZVPD RIJCOSX def2/J DEFGRID3
* xyz 0 1
C 0.03021 -0.46393 0.47427
C -0.30812 0.64209 -1.83218
C 0.33057 -1.57393 1.42069
N -0.25829 0.71743 0.80455
N -0.70241 1.56712 -0.15599
S 0.36156 -0.85510 -1.22008
I 0.24867 3.35538 -0.01238
H -1.31819 0.68167 -2.30945
H 0.29402 1.41630 -2.30848
H 1.11300 -2.10879 1.00850
H -0.64078 -2.04268 1.72169
H 0.84974 -1.33556 2.40886
*
```

Calculated values
* M: 228.1 g mol⁻¹
* gap between HOMO and LUMO: 0.3005 Ha
* energy relative to the best compared isomer or geometry (same formula, charge and spin): 37.8 kcal/mol
* E_HOMO: -8.3 eV

No. 9
Computed, not measured: a cluster of 2 separate species, C3H5IN2Si in total, with ωB97M-V/def2-TZVPD.

The geometry in ORCA input format:
```
! wB97M-V def2-TZVPD RIJCOSX def2/J DEFGRID3
* xyz 0 1
C -2.40279 -0.46316 -0.15912
C -1.62284 -1.55748 0.07334
C -0.42861 0.26065 0.04156
N -1.63272 0.67313 -0.17486
N -0.33888 -1.07396 0.19775
Si 2.35317 1.76789 0.01297
I 3.67142 -0.30326 -0.04701
H -3.46112 -0.39300 -0.31305
H -1.84406 -2.60001 0.14462
H 0.48711 -1.62150 0.37812
H 2.63183 2.48398 1.24071
H 2.47260 2.45741 -1.25147
*
```

Calculated values
* M: 224.1 g mol⁻¹
* gap between HOMO and LUMO (alpha / beta): 0.2783 / 0.2642 Ha
* energy relative to the best compared isomer or geometry (same formula, charge and spin): 71.4 kcal/mol
* E_HOMO (alpha / beta): -8.8 / -8.3 eV

No. 10
Computed, not measured: the ion C3H5INO2 with charge +1, with ωB97M-V/def2-TZVPD.

The geometry in ORCA input format:
```
! wB97M-V def2-TZVPD RIJCOSX def2/J DEFGRID3
* xyz 1 1
O -0.77068 -1.22431 2.28263
C -0.64681 -0.64955 1.23878
C 0.76895 -0.39808 0.60915
N 0.55180 0.69264 -0.32661
C -0.80613 0.48919 -0.86538
I -0.60493 -0.69966 -2.66313
O -1.65261 -0.21218 0.41729
H 1.52460 -0.06412 1.42424
H 0.94950 -1.41266 0.15337
H 0.78910 1.71156 -0.16598
H 1.22888 0.38556 -1.07146
H -1.33168 1.38162 -1.03291
*
```

Calculated values
* M: 214.0 g mol⁻¹
* gap between HOMO and LUMO: 0.3688 Ha
* energy relative to the best compared isomer or geometry (same formula, charge and spin): 36.0 kcal/mol
* E_HOMO: -15.0 eV
* SMILES string: O=C1C[NH2+][C@@H](I)O1

No. 11
Computed, not measured: the molecule C3H5IO, with ωB97M-V/def2-TZVPD.

The geometry in ORCA input format:
```
! wB97M-V def2-TZVPD RIJCOSX def2/J DEFGRID3
* xyz 0 1
C 0.66576 1.82324 1.35818
C -0.00629 0.79224 0.49620
O 0.29143 0.36130 -0.59904
C -1.26688 0.25064 1.17835
I -2.96556 0.01734 -0.17758
H 0.60152 1.53440 2.38848
H 1.79120 1.73065 1.14417
H 0.60507 2.82317 1.09042
H -0.96458 -0.80512 1.42669
H -1.47210 0.81057 2.11995
*
```

Calculated values
* M: 184.0 g mol⁻¹
* gap between HOMO and LUMO: 0.3521 Ha
* energy relative to the best compared isomer or geometry (same formula, charge and spin): 1.1 kcal/mol
* E_HOMO: -9.5 eV
* SMILES string: CC(=O)CI

No. 12
Computed, not measured: a structure of composition C3H5IO, with ωB97M-V/def2-TZVPD.

The geometry in ORCA input format:
```
! wB97M-V def2-TZVPD RIJCOSX def2/J DEFGRID3
* xyz 0 1
C -1.23846 0.33402 0.20296
C -1.84018 -0.96499 -0.16665
C 2.67182 1.04604 0.09631
O -1.58904 1.39463 0.57171
I 1.37340 -0.45263 -0.33738
H -2.91540 -0.88914 -0.49485
H -1.07489 -1.35293 -0.83611
H -1.75667 -1.37781 0.79586
H 3.31264 0.83765 0.92347
H 3.05679 1.42516 -0.75530
*
```

Calculated values
* M: 184.0 g mol⁻¹
* gap between HOMO and LUMO (alpha / beta): 0.3130 / 0.2314 Ha
* energy relative to the best compared isomer or geometry (same formula, charge and spin): 88.5 kcal/mol
* E_HOMO (alpha / beta): -8.1 / -6.8 eV

E_tot across the listed records, respectively: -16738.6451 -27578.2112 -11289.2679 -22370.1267 -33763.5141 -35373.4563 -12772.4290 -25104.8041 -22147.5035 -16868.4433 -13339.3251 -13335.5346 eV.